No. 1
Below is one molecule with the formula C5H13NS at a distorted geometry, with properties calculated with the ωB97M-V functional and the def2-TZVPD basis.

Properties
**Spin multiplicity**: 1
**SMILES**: CSCC[C@@H](C)N
**HOMO level**: -0.306 Ha
**Energy relative to the best compared isomer or geometry (same formula, charge and spin)**: 13.6 kcal/mol

CARTESIAN COORDINATES (ANGSTROEM)
C: -1.094 2.481 -2.123
S: -1.920 1.998 -0.587
C: -1.229 0.304 -0.387
C: -0.076 0.256 0.612
C: 0.761 -0.995 0.430
C: 1.779 -1.065 1.591
N: -0.170 -2.188 0.386
H: -1.341 3.557 -2.176
H: -0.012 2.552 -1.991
H: -1.481 1.900 -2.966
H: -0.738 -0.030 -1.326
H: -2.039 -0.457 -0.237
H: 0.411 1.227 0.642
H: -0.544 0.091 1.625
H: 1.365 -1.078 -0.473
H: 2.394 -0.175 1.473
H: 1.436 -1.013 2.616
H: 2.447 -1.902 1.505
H: -0.334 -2.490 1.346
H: 0.386 -2.973 0.038

No. 2
Below is C37H54CaN5O6PS3Si as an isolated structure at a distorted geometry, with properties calculated with the ωB97M-V functional and the def2-TZVPD basis.

Properties
**Spin multiplicity**: 1
**HOMO level**: -0.269 Ha

CARTESIAN COORDINATES (ANGSTROEM)
Ca: -0.367 0.139 1.094
O: -1.323 1.199 2.743
C: -2.228 1.330 1.866
O: -2.525 0.354 1.079
C: -2.723 2.703 1.470
P: -1.550 3.170 0.072
C: -2.459 4.597 -0.660
C: -3.571 4.281 -1.449
C: -4.339 5.279 -2.033
C: -3.994 6.614 -1.851
C: -2.883 6.937 -1.086
C: -2.116 5.936 -0.491
C: -0.136 3.973 0.909
C: -0.006 4.247 2.268
C: 1.112 4.933 2.743
C: 2.109 5.343 1.869
C: 2.000 5.050 0.513
C: 0.891 4.365 0.044
H: -2.713 3.436 2.269
H: -3.708 2.612 1.023
H: -3.829 3.238 -1.622
H: -5.199 5.015 -2.637
H: -4.587 7.396 -2.310
H: -2.606 7.975 -0.944
H: -1.257 6.209 0.108
H: -0.763 3.925 2.971
H: 1.204 5.143 3.801
H: 2.980 5.866 2.248
H: 2.785 5.345 -0.172
H: 0.810 4.140 -1.017
N: 1.646 0.537 -1.666
C: 1.260 1.055 -0.704
H: 1.891 -0.161 -2.359
C: 3.531 -3.953 -2.116
C: 3.211 -2.482 -1.896
C: 3.980 -1.632 -2.886
C: 3.515 -2.076 -0.467
O: 1.796 -2.216 -2.174
Si: 0.349 -2.763 -1.627
O: -0.400 -1.544 -0.795
O: 0.634 -4.055 -0.700
C: -0.161 -4.854 0.215
C: 0.800 -5.868 0.792
C: -0.735 -3.984 1.322
C: -1.271 -5.544 -0.566
O: -0.662 -3.072 -2.884
C: -0.494 -3.764 -4.146
C: 0.357 -2.922 -5.086
C: 0.136 -5.129 -3.910
C: -1.883 -3.936 -4.717
H: 4.561 -4.145 -1.806
H: 3.442 -4.220 -3.173
H: 2.868 -4.595 -1.526
H: 5.053 -1.803 -2.768
H: 3.797 -0.563 -2.721
H: 3.701 -1.885 -3.912
H: 4.565 -2.286 -0.240
H: 2.893 -2.629 0.243
H: 3.332 -1.011 -0.303
H: 1.606 -5.358 1.328
H: 1.238 -6.471 -0.009
H: 0.282 -6.533 1.491
H: 0.057 -3.454 1.856
H: -1.269 -4.613 2.038
H: -1.439 -3.249 0.926
H: -0.855 -6.254 -1.287
H: -1.870 -4.810 -1.119
H: -1.931 -6.089 0.116
H: 1.338 -2.721 -4.651
H: -0.135 -1.964 -5.285
H: 0.495 -3.443 -6.039
H: 1.107 -5.036 -3.418
H: 0.283 -5.651 -4.860
H: -0.511 -5.739 -3.273
H: -2.336 -2.966 -4.936
H: -2.523 -4.474 -4.009
H: -1.837 -4.509 -5.649
N: -3.045 -1.639 -0.747
C: -3.643 -1.245 -2.043
C: -3.383 0.220 -2.362
N: -2.053 0.557 -2.882
H: -3.386 -2.549 -0.467
H: -3.309 -0.977 -0.024
H: -1.429 -1.655 -0.861
H: -4.718 -1.428 -2.052
H: -3.190 -1.860 -2.817
H: -3.546 0.816 -1.459
H: -4.125 0.541 -3.090
H: -1.853 0.014 -3.711
H: -1.324 0.339 -2.216
S: 4.749 3.494 3.981
C: 3.654 2.256 3.758
S: 3.733 1.155 2.434
C: 2.320 0.286 2.965
N: 1.814 0.782 4.047
N: 2.571 1.876 4.489
C: 2.071 2.478 5.703
C: 0.692 2.513 5.884
C: 0.165 3.070 7.040
C: 1.010 3.588 8.016
C: 2.385 3.531 7.830
C: 2.924 2.971 6.677
S: 1.712 -1.103 2.093
H: 0.048 2.086 5.123
H: -0.911 3.094 7.179
H: 0.598 4.027 8.918
H: 3.053 3.919 8.591
H: 3.994 2.926 6.534

No. 3
Below is a 13-piece molecular cluster, C6H36O12 overall at a distorted geometry, with properties calculated with the ωB97M-V functional and the def2-TZVPD basis.

Properties
**Spin multiplicity**: 2
**HOMO level (alpha / beta)**: -0.498 / -0.498 Ha
**Net charge**: +1
**Energy relative to the best compared isomer or geometry (same formula, charge and spin)**: 27.8 kcal/mol

CARTESIAN COORDINATES (ANGSTROEM)
C: 0.681 3.531 0.134
C: 1.688 2.378 0.128
C: 0.922 1.013 -0.058
C: 1.468 0.068 0.915
C: 1.411 0.030 2.303
C: 2.329 -0.850 3.054
H: 0.120 3.355 1.081
H: -0.027 3.332 -0.647
H: 1.185 4.486 0.166
H: 2.372 2.547 0.977
H: 2.336 2.330 -0.763
H: 1.041 0.653 -1.074
H: -0.138 1.293 -0.015
H: 2.043 -0.581 0.251
H: 0.696 0.595 2.878
H: 1.872 -1.717 3.533
H: 3.015 -0.283 3.696
H: 3.022 -1.327 2.366
H: -1.169 -4.352 -1.192
H: -0.141 -3.353 -1.789
O: -0.260 -4.255 -1.480
H: -3.710 -2.264 0.678
H: -4.564 -1.457 -0.284
O: -4.450 -1.664 0.642
H: -3.257 2.578 -1.536
H: -2.561 3.847 -1.403
O: -2.643 3.018 -0.911
H: 0.450 0.178 -2.779
H: 1.285 -1.052 -2.652
O: 0.538 -0.705 -3.142
H: -2.913 1.059 2.805
H: -2.558 0.160 3.960
O: -2.223 0.440 3.103
H: 3.984 0.905 -0.857
H: 4.805 1.763 0.051
O: 4.895 1.041 -0.583
H: 0.931 -3.394 1.118
H: -0.005 -4.563 1.071
O: 0.852 -4.299 1.425
H: -3.876 1.576 0.902
H: -4.302 0.130 1.423
O: -4.581 1.051 1.293
H: -3.803 0.301 -2.628
H: -4.809 0.891 -1.412
O: -3.997 0.874 -1.911
H: 1.996 -3.085 -0.175
H: 3.010 -2.876 -1.401
O: 2.364 -2.475 -0.814
H: -1.662 -0.992 0.289
H: -1.057 -1.546 -0.946
O: -1.704 -1.770 -0.284
H: 2.704 0.926 -3.852
H: 3.665 1.277 -2.716
O: 2.731 1.233 -2.940

- Which of these has the highest spin multiplicity?
  C6H36O12

- What is the spin multiplicity in the second record?
  1